No. 1
Formula: C31H58IN3O4S
Source: OMol25
Level of theory: the ωB97M-V functional and the def2-TZVPD basis

Last column: Mulliken charge in e.
Positions of all 98 atoms, in Å:
C -4.431600 -4.921976 -0.278858  0.634
C -3.404274 -5.238013 0.210413  -0.654
S -1.937345 -5.947265 0.702299  -0.025
C -0.513387 -5.040475 -0.000168  0.038
C -0.836185 -3.915469 -1.003753  0.081
O -0.430558 -2.837515 -0.776003  -0.337
I -1.906652 -4.246430 -2.819150  0.135
H -5.382677 -4.827317 -0.750244  0.405
H -1.881177 -7.181201 0.132383  0.285
H 0.199527 -5.753737 -0.430590  0.430
H -0.008520 -4.597474 0.851630  -0.056
C -5.054878 0.725221 -1.884735  -1.847
C -4.163837 0.484034 -3.133867  2.193
C -2.863220 -0.218631 -2.726311  -1.379
C -1.854617 0.691022 -2.029779  -0.165
C -1.599814 1.939255 -2.869152  -1.460
C -2.889153 2.684716 -3.219053  1.981
N -3.909214 1.779162 -3.825969  0.465
O -3.574970 1.535597 -5.054995  -0.623
C -3.438646 3.353518 -1.947381  -2.020
C -2.556501 3.845091 -4.154510  -1.796
C -4.959225 -0.480273 -4.013317  -1.954
H -5.521600 1.708320 -1.902907  0.303
H -5.879823 0.013471 -1.840635  0.505
H -4.503215 0.628237 -0.948237  0.338
H -2.383267 -0.643328 -3.614866  0.363
H -3.097759 -1.064105 -2.071554  0.289
H -2.204083 0.963303 -1.029678  0.184
H -0.915493 0.150191 -1.885702  0.355
H -0.923498 2.608961 -2.333334  0.315
H -1.078787 1.648098 -3.787411  0.359
H -4.390957 3.849715 -2.144328  0.377
H -2.744891 4.113022 -1.589198  0.509
H -3.581306 2.666202 -1.116433  0.254
H -2.038193 3.519927 -5.055477  0.411
H -1.900108 4.552699 -3.648080  0.389
H -3.459186 4.380360 -4.452834  0.423
H -5.887380 -0.025840 -4.363157  0.454
H -5.215444 -1.373234 -3.440372  0.429
H -4.394007 -0.814400 -4.882903  0.367
C 0.513431 3.830859 3.552424  -1.867
C 0.060716 3.916793 2.069675  2.383
C 1.119436 4.648808 1.234768  -1.372
C 1.140663 6.159810 1.444537  -0.471
C -0.255426 6.742941 1.248540  -1.290
C -1.306045 6.065133 2.130601  1.737
N -1.275862 4.578416 1.990184  0.137
O -1.834125 4.254889 0.866872  -0.389
C -1.076354 6.479109 3.596183  -1.748
C -2.685718 6.621998 1.784622  -1.814
C 0.001010 2.469899 1.580607  -1.931
H -0.309605 4.019958 4.239986  0.334
H 0.875597 2.833396 3.801090  0.489
H 1.319921 4.526263 3.787505  0.341
H 0.944571 4.453287 0.171552  0.282
H 2.105737 4.237555 1.462881  0.379
H 1.526421 6.407353 2.437070  0.301
H 1.828944 6.615828 0.730168  0.402
H -0.238002 7.814190 1.458363  0.409
H -0.535494 6.642319 0.194815  0.305
H -1.774727 5.966886 4.260210  0.363
H -1.240823 7.550223 3.712928  0.428
H -0.066790 6.287308 3.953535  0.352
H -2.929388 6.506806 0.729441  0.302
H -2.721029 7.688900 2.003571  0.430
H -3.465455 6.133989 2.371916  0.451
H -0.761020 1.900633 2.117383  0.491
H 0.964217 1.986719 1.747002  0.563
H -0.207197 2.398474 0.512821  0.000
C 5.129202 -6.213976 2.379789  -1.721
C 4.669696 -6.060379 0.904569  1.915
C 5.796401 -5.447350 0.061022  -1.358
C 6.000262 -3.950014 0.287180  -0.534
C 4.682195 -3.201608 0.117083  -1.278
C 3.572212 -3.763832 1.006248  2.113
N 3.419308 -5.241831 0.850828  0.520
O 2.793379 -5.483628 -0.263461  -0.647
C 3.870803 -3.398603 2.472546  -1.923
C 2.266511 -3.056778 0.682005  -2.191
C 4.432550 -7.484885 0.405053  -2.018
H 4.344481 -5.936476 3.082740  0.320
H 5.374029 -7.248946 2.613563  0.482
H 6.015280 -5.621356 2.608465  0.338
H 5.586283 -5.608459 -1.000970  0.409
H 6.728801 -5.974573 0.271116  0.372
H 6.425450 -3.762752 1.276534  0.307
H 6.728123 -3.570192 -0.431499  0.403
H 4.827720 -2.142363 0.338159  0.439
H 4.379363 -3.255590 -0.933717  0.352
H 3.127718 -3.833563 3.144164  0.376
H 3.835566 -2.317044 2.603540  0.428
H 4.855155 -3.712376 2.810020  0.420
H 2.008417 -3.136201 -0.371232  0.378
H 2.326854 -1.992911 0.906618  0.506
H 1.449515 -3.468714 1.274137  0.341
H 3.616863 -7.966556 0.948598  0.453
H 5.332638 -8.079604 0.553144  0.496
H 4.203542 -7.521623 -0.659270  0.356

Cartesian forces (eV/Å) of the 3 atoms listed first:
-1.682 -0.106 -0.620
2.442 -1.100 0.297
0.029 0.271 0.894

Values from the calculation:
spin multiplicity	4
F_max	2.695	eV/Å
<S²>	3.7624
charge	+1
frontier orbital gap (alpha / beta)	5.6 / 6.4	eV
LUMO level (alpha / beta)	-4.3406 / -4.3424	eV

=====

No. 2
Formula: C31H59FN2O17S5
Source: OMol25
Level of theory: the ωB97M-V functional and the def2-TZVPD basis

Last column: Mulliken charge in e.
Positions of all 115 atoms, in Å:
C 1.356753 -2.685845 6.975862  -1.241
C 1.800420 -1.197584 7.145362  0.678
C 0.978457 -0.614887 8.307067  0.295
O 0.544697 -1.279088 9.212485  -0.558
O 0.783298 0.757801 8.265922  -0.372
C -0.314188 1.065890 7.374528  -0.590
C 0.115344 2.039562 6.257294  -0.586
C -0.768405 2.026932 5.011844  0.886
C -0.125422 1.991092 3.799292  -0.631
C -0.864611 2.015925 2.570504  -1.142
C -2.223825 2.059513 2.627898  -0.161
C -2.953572 2.085945 3.855851  -0.060
N -4.318592 2.111351 3.785487  -0.640
C -4.843142 2.130857 4.990235  -0.412
C -4.118705 2.166817 6.229624  0.395
C -4.853034 2.198851 7.577734  -0.563
C -6.167510 1.383093 7.607307  0.307
C -6.209041 0.349824 8.759298  -1.416
F -7.232014 2.277415 7.807667  -0.389
N -2.805285 2.147471 6.277557  -0.292
C -2.203700 2.083683 5.049384  0.602
H 1.720258 -3.118407 6.035527  0.350
H 0.259901 -2.716077 7.040845  0.333
H 1.768807 -3.225059 7.842936  0.291
H 2.876693 -1.111104 7.360881  0.270
H 1.626265 -0.622316 6.219079  -0.288
H -0.826210 0.159977 7.009960  0.440
H -1.054811 1.588476 8.000644  0.238
H 0.236090 3.061092 6.654404  0.323
H 1.126729 1.724283 5.939810  0.214
H 0.967542 1.957288 3.766608  0.421
H -0.378329 2.011393 1.593591  0.420
H -2.785729 2.089175 1.691828  0.446
H -5.939063 2.122834 5.049931  0.455
H -4.159545 1.699264 8.277968  0.212
H -4.979611 3.223347 7.958316  0.330
H -6.332354 0.834420 6.668875  0.403
H -6.372806 0.899820 9.700199  0.335
H -7.085976 -0.292891 8.576468  0.349
H -5.294498 -0.258561 8.793737  0.380
C -2.233014 0.119724 -3.216148  -0.689
C -3.564469 0.487523 -2.591639  -0.668
O -4.136967 -0.614014 -1.864797  -0.190
S -3.554004 -0.940603 -0.414418  1.160
C -4.848874 -2.017194 0.103752  -0.982
O -3.588976 0.250729 0.377162  -0.558
O -2.351681 -1.701579 -0.559567  -0.647
H -1.475222 -0.045278 -2.449790  0.306
H -1.885167 0.918104 -3.872241  0.488
H -2.317980 -0.800916 -3.791359  0.013
H -3.470847 1.363805 -1.947135  0.365
H -4.277186 0.741119 -3.376014  0.328
H -5.775465 -1.451357 0.157748  0.316
H -4.583261 -2.401771 1.086366  0.376
H -4.932073 -2.834319 -0.608817  0.340
C 2.092586 -2.258614 -3.726671  -0.837
C 2.970327 -1.925735 -4.918166  -0.174
O 2.225412 -1.922654 -6.149557  -0.307
S 1.317184 -0.654329 -6.478664  1.039
C 1.032938 -1.023068 -8.176844  -0.956
O 2.122062 0.530668 -6.380468  -0.605
O 0.081203 -0.770908 -5.771083  -0.454
H 1.372790 -1.462706 -3.533349  0.178
H 2.700800 -2.390497 -2.831076  0.375
H 1.524656 -3.171503 -3.909431  0.268
H 3.481720 -0.970942 -4.779147  0.106
H 3.739173 -2.689071 -5.028388  0.295
H 1.982106 -0.990655 -8.706263  0.372
H 0.355032 -0.267840 -8.569325  0.376
H 0.577487 -2.007830 -8.250572  0.232
C -4.649985 -2.626804 -5.576869  -1.092
C -3.143791 -2.696359 -5.740454  -0.088
O -2.736474 -3.883817 -6.444447  -0.306
S -2.892252 -3.912665 -8.030605  1.221
C -1.898667 -5.339886 -8.318501  -0.952
O -2.235512 -2.763674 -8.580973  -0.598
O -4.248659 -4.220601 -8.358323  -0.623
H -5.143355 -2.479001 -6.537775  0.359
H -4.923791 -1.796980 -4.923183  0.321
H -5.035286 -3.555587 -5.154568  0.315
H -2.757814 -1.803626 -6.236502  0.334
H -2.677546 -2.747253 -4.757626  0.139
H -0.877428 -5.124696 -8.014093  0.290
H -1.937244 -5.558578 -9.383743  0.383
H -2.307134 -6.171841 -7.750180  0.331
C 7.612815 4.989038 -6.457912  -0.989
C 6.646474 5.136589 -5.298150  -0.374
O 5.399974 4.469652 -5.550018  -0.282
S 5.345697 2.879335 -5.377215  1.228
C 3.595594 2.708694 -5.391611  -0.488
O 5.844588 2.541919 -4.076446  -0.669
O 5.882392 2.271824 -6.556649  -0.619
H 7.945475 3.956345 -6.562780  0.300
H 8.492639 5.615046 -6.302848  0.386
H 7.134533 5.272458 -7.396046  0.262
H 7.088911 4.778424 -4.366364  0.331
H 6.406760 6.190097 -5.157271  0.280
H 3.185855 3.223114 -4.525165  0.397
H 3.363764 1.647510 -5.343697  0.038
H 3.207459 3.131979 -6.314090  0.271
C 3.144159 -0.806862 1.099647  -0.836
C 4.306497 -1.483954 1.800515  -0.367
O 4.953474 -0.605822 2.738948  -0.311
S 4.253749 -0.368713 4.151636  1.218
C 5.630251 0.384009 4.953325  -1.060
O 3.996997 -1.638411 4.761142  -0.654
O 3.219567 0.610083 4.000176  -0.509
H 2.328330 -0.606603 1.794776  0.233
H 2.759762 -1.441235 0.300003  0.320
H 3.453515 0.150252 0.678021  0.272
H 3.988825 -2.403478 2.295949  0.329
H 5.063638 -1.758010 1.066928  0.292
H 6.438093 -0.340409 5.017562  0.357
H 5.308897 0.681220 5.949846  0.375
H 5.934693 1.257420 4.381716  0.337

Cartesian forces (eV/Å) of the 3 atoms listed first:
0.541 0.742 0.443
-0.867 -0.459 -0.184
0.460 -0.040 0.216

Values from the calculation:
F_max	1.860	eV/Å
structure (SMILES)	CCC(=O)OCCc1cccc2ncc(C[C@@H](C)F)nc12.CCOS(C)(=O)=O.CCOS(C)(=O)=O.CCOS(C)(=O)=O.CCOS(C)(=O)=O.CCOS(C)(=O)=O
frontier orbital gap	8.6	eV
LUMO level	-0.0017	eV